[1]
Formula: C14H39F2O11P3Si2
Source: OMol25
Level of theory: wB97M-V/def2-TZVPD

```
71
Properties=species:S:1:pos:R:3:mulliken_charge:R:1
O -1.00207 -2.33683 1.21890 -0.463
P -1.53204 -1.35390 0.00211 0.152
O -3.18590 -1.25162 -0.02602 -0.332
Si -0.86450 -2.15462 -1.98612 0.512
F -0.53107 -0.87236 -2.87364 -0.260
C 0.74494 -3.06465 -1.72727 -0.213
C 1.14167 -4.03287 -2.85170 -0.322
F 1.69639 -5.17499 -2.26922 -0.333
O -2.02255 -3.00784 -2.81511 -0.288
Si -2.44341 -4.49272 -2.17742 0.501
H -1.18675 -3.26774 1.03291 0.318
H -3.52701 -2.00448 -0.52867 0.251
H 1.52655 -2.29503 -1.69582 0.022
H 0.80244 -3.55672 -0.75396 0.361
H 1.93264 -3.60461 -3.47071 0.275
H 0.32328 -4.30812 -3.52233 0.238
H -3.57480 -4.38466 -1.23145 -0.149
H -2.91035 -5.32673 -3.30022 -0.175
H -1.28192 -5.18834 -1.58628 -0.087
O -7.86247 2.29458 1.47555 -0.797
P -6.74705 3.04736 2.09472 1.098
O -5.51715 1.98369 2.18767 -0.385
C -5.12073 1.28054 1.00526 -0.138
C -4.34178 2.16974 0.05389 -0.968
O -7.24824 3.09177 3.65728 -0.380
C -8.63733 3.03365 3.98833 -0.342
C -8.99376 1.66171 4.51959 -1.081
O -5.88044 4.39194 2.26727 -0.371
C -4.95192 4.53693 3.35721 -0.047
C -3.52712 4.52424 2.84780 -1.122
H -5.99306 0.85651 0.50315 0.341
H -4.49630 0.44912 1.32512 0.132
H -4.92266 3.05278 -0.22762 0.346
H -4.07992 1.62083 -0.85089 0.344
H -3.42146 2.52374 0.51803 0.222
H -9.25526 3.29566 3.13058 0.345
H -8.81394 3.78743 4.75853 0.332
H -8.70915 0.88097 3.81438 0.276
H -10.06516 1.58346 4.71146 0.366
H -8.45486 1.46369 5.44750 0.291
H -5.08650 3.77553 4.11933 0.255
H -5.17066 5.50232 3.81515 0.402
H -3.22224 3.51300 2.58100 0.170
H -2.84673 4.88345 3.62129 0.408
H -3.42138 5.14566 1.95825 0.292
O 4.80050 -1.09843 -2.42845 -0.752
P 5.91470 -0.31506 -1.84339 1.056
O 7.16206 -1.36215 -1.75394 -0.301
C 7.54450 -2.08103 -2.92789 -0.324
C 8.29321 -1.20496 -3.91587 -0.929
O 5.44221 -0.24906 -0.27449 -0.366
C 4.05804 -0.32184 0.07478 -0.370
C 3.73025 -1.69060 0.62954 -1.050
O 6.76523 1.04212 -1.71438 -0.356
C 7.71289 1.22259 -0.64503 -0.066
C 9.12768 1.21910 -1.18124 -1.099
H 6.66720 -2.52646 -3.40155 0.299
H 8.18384 -2.90020 -2.59876 0.309
H 7.69593 -0.33649 -4.20573 0.261
H 8.54288 -1.77105 -4.81378 0.398
H 9.21828 -0.82899 -3.47942 0.202
H 3.42678 -0.08296 -0.78044 0.343
H 3.87679 0.44116 0.83398 0.326
H 4.01893 -2.48105 -0.06439 0.258
H 2.66083 -1.77982 0.83267 0.292
H 4.27975 -1.86977 1.55472 0.362
H 7.60332 0.47560 0.13508 0.255
H 7.48906 2.19401 -0.20326 0.403
H 9.44200 0.20678 -1.43282 0.150
H 9.81717 1.60378 -0.42856 0.407
H 9.20776 1.82330 -2.08520 0.295
```

Summary:
- Frontier orbital gap: 8.7403 eV
- HOMO: -0.319 Ha

[2]
Formula: C8H16
Source: OMol25
Level of theory: wB97M-V/def2-TZVPD

```
24
Properties=species:S:1:pos:R:3:mulliken_charge:R:1
C 3.15320 0.39710 1.59376 -1.092
C 1.68784 0.92309 1.53273 -0.534
C 0.68209 -0.15923 1.12903 -0.734
C 0.67106 -0.45749 -0.32365 -0.804
C -1.41675 0.71236 -0.89670 0.014
C -0.75637 -0.45830 -0.98754 0.352
C -1.34333 -1.82590 -1.27262 -1.441
C -2.87036 0.96336 -1.08935 -1.316
H 3.79528 1.13473 1.11537 0.327
H 3.21910 -0.53930 1.01916 0.285
H 3.36898 0.12366 2.62609 0.333
H 1.34240 1.28817 2.50023 0.391
H 1.64906 1.73540 0.81749 0.299
H 0.90126 -1.00161 1.81750 0.349
H -0.29414 0.14566 1.50591 0.449
H 1.38381 0.12735 -0.90400 0.484
H 0.90452 -1.50064 -0.59468 0.306
H -0.75447 1.45000 -0.43348 0.254
H -1.71523 -2.33183 -0.38449 0.271
H -0.57601 -2.45874 -1.71286 0.431
H -2.19101 -1.69780 -1.94404 0.385
H -3.46305 0.18131 -0.59388 0.332
H -3.22846 1.86880 -0.59556 0.356
H -3.22194 1.01212 -2.12527 0.302
```

Summary:
- SMILES: C/C=C(\C)CCCC
- Frontier orbital gap: 9.8364 eV
- ΔE to the lowest compared entry with this formula, charge and spin: 84.47 kJ/mol
- HOMO: -0.321 Ha

[3]
Formula: C20H28ClDyN3O5
Source: OMol25
Level of theory: wB97M-V/def2-TZVPD

```
58
Properties=species:S:1:pos:R:3:mulliken_spin:R:1
Dy -0.80625 0.01889 0.74252 4.036
Cl -2.98227 0.58766 1.73517 0.002
N 0.10674 2.15064 -0.02544 0.024
N -0.08296 -2.23668 0.24975 0.055
C -0.83316 2.92319 -0.55484 -0.016
C -0.78592 -3.04391 -0.52647 -0.041
C 1.14086 3.04619 0.57303 0.012
C 0.38118 4.36844 0.67366 -0.013
C 2.38193 3.15922 -0.31111 0.005
C 1.55100 2.50637 1.92786 -0.017
H 2.12161 3.28415 -1.37467 0.003
H 3.01914 2.26861 -0.18649 -0.003
H 2.95583 4.04061 0.01784 -0.002
H 0.68671 2.53931 2.59709 -0.003
H 2.35157 3.13461 2.35070 -0.002
H 1.87259 1.45775 1.86273 -0.013
C 0.80987 -3.06958 1.10824 0.062
C 0.62791 -4.46369 0.51340 -0.017
C 0.27933 -3.03933 2.53453 -0.070
C 2.24086 -2.52790 1.05407 -0.019
H 2.60579 -2.51651 0.01409 0.003
H 2.89258 -3.18749 1.65429 -0.002
H 2.26627 -1.50877 1.48352 -0.003
H -0.78935 -3.28334 2.52653 0.004
H 0.38708 -2.03248 2.95404 0.007
H 0.84793 -3.74656 3.14861 0.000
O -0.49822 -4.33020 -0.42623 0.016
H 0.35260 -5.21651 1.26373 -0.001
H 1.48004 -4.82075 -0.08392 0.001
O -0.74498 4.21361 -0.26359 0.003
H 0.94026 5.26528 0.38285 0.001
H -0.04877 4.48729 1.68009 -0.002
C -1.98034 2.43959 -1.39882 0.015
C -1.90354 -2.60402 -1.41827 -0.098
C -1.62454 -1.29717 -2.12221 -0.139
H -2.76886 -2.48408 -0.75170 0.102
H -2.10683 -3.43450 -2.10399 -0.044
C -2.17602 -0.08510 -1.67650 0.699
C -1.68001 1.14751 -2.12641 -0.232
H -2.98206 -0.09571 -0.91041 0.070
C -0.94156 1.16835 -3.32341 -0.011
C -0.58895 -0.05065 -3.91385 0.425
C -0.54362 2.46324 -3.97868 -0.020
C -0.87560 -1.28127 -3.31312 0.003
H -0.04585 -0.04175 -4.87523 0.061
C -0.41161 -2.56248 -3.95313 -0.028
H -0.00550 -2.35998 -4.94965 0.009
H -1.23432 -3.27801 -4.05977 0.002
H 0.37800 -3.04484 -3.36214 0.006
H -1.38597 3.15945 -4.04615 0.001
H -0.17470 2.27481 -4.99283 0.010
H 0.26234 2.96312 -3.42515 0.011
H -2.21776 3.26024 -2.08663 -0.026
H -2.83299 2.30538 -0.71653 0.019
O -0.84812 -0.00072 4.15919 -0.001
N 0.27599 0.28172 3.76910 -0.028
O 1.19163 0.80238 4.37694 -0.003
O 0.55920 -0.06533 2.38878 0.184
```

Summary:
- Frontier orbital gap (spin up / spin down): 3.0383 / 4.0437 eV
- 2S+1: 6
- Charge: -1
- HOMO (spin up / spin down): -0.014 / -0.051 Ha

[4]
Formula: C7H7ClN2OS
Source: OMol25
Level of theory: wB97M-V/def2-TZVPD

```
19
Properties=species:S:1:pos:R:3:mulliken_spin:R:1
C -0.76116 -1.75920 1.09172 0.095
C -1.89021 -1.06643 0.82731 0.268
C 0.40840 -1.23059 0.61770 0.195
C -0.69280 0.84584 -0.19169 -0.089
C -1.98363 0.18023 0.09793 0.047
C 0.45941 0.02024 0.06644 0.296
C -0.40343 2.00717 -1.11289 0.051
N -3.03743 0.80272 -0.33286 0.411
N 1.71062 0.41361 -0.34994 0.191
O 1.20300 2.66237 0.72168 0.116
S -0.26392 2.57323 0.68200 0.324
Cl -4.52053 0.24280 -0.03865 0.076
H -0.90718 -2.65479 1.64412 0.021
H -2.84518 -1.61450 1.18287 0.006
H 1.28118 -1.74729 0.64148 0.020
H 0.56881 2.04728 -1.60637 -0.003
H -1.20756 2.29485 -1.77912 -0.003
H 2.41398 -0.23497 -0.08182 -0.018
H 1.88088 1.36709 -0.21891 -0.004
```

Summary:
- Frontier orbital gap (spin up / spin down): 6.7422 / 6.6619 eV
- 2S+1: 3
- ΔE to the lowest compared entry with this formula, charge and spin: 0.00 kJ/mol
- HOMO (spin up / spin down): -0.220 / -0.326 Ha

[5]
Formula: C10H13NPSSr
Source: OMol25
Level of theory: wB97M-V/def2-TZVPD

```
27
Properties=species:S:1:pos:R:3:mulliken_charge:R:1
C -0.07809 -0.32244 -1.58041 -0.258
C -0.92206 -1.02366 -2.48793 -0.716
C -0.44878 -2.36437 -2.59786 -0.408
C 0.70183 -2.50200 -1.76158 -0.734
C 0.93750 -1.25523 -1.11708 -0.695
Sr 0.08283 0.56189 2.14970 0.695
P -0.65152 3.09501 0.67772 -0.159
H -0.14439 0.73334 -1.31248 0.373
H -1.78170 -0.61019 -3.00991 0.376
H -0.88585 -3.14565 -3.21557 0.377
H 1.75142 -1.02642 -0.42344 0.444
H 1.29767 -3.40528 -1.63987 0.354
H -1.78290 3.83248 1.16839 0.080
H -1.01591 3.16292 -0.71294 0.118
H 0.26724 4.19925 0.65656 0.088
S 1.13236 -1.93616 2.47892 -0.292
C 0.84183 -1.10978 3.94217 -1.211
N -0.50560 -1.07715 4.36208 0.240
C -0.95185 -0.22673 5.35650 -0.530
C -0.14361 0.82634 5.72521 -0.166
C 1.16972 0.91942 5.22833 -0.364
C 1.68595 -0.09418 4.42099 -0.031
H -1.08581 -1.87592 4.08642 0.136
H -1.95960 -0.42204 5.71946 0.297
H -0.52159 1.57244 6.42430 0.336
H 1.81429 1.74295 5.53185 0.310
H 2.71392 -0.09984 4.06249 0.339
```

Summary:
- Frontier orbital gap (spin up / spin down): 3.9861 / 4.2409 eV
- Charge: -1
- ΔE to the lowest compared entry with this formula, charge and spin: 0.00 kJ/mol
- HOMO (spin up / spin down): -0.056 / -0.082 Ha

[6]
Formula: C3H11N2O
Source: OMol25
Level of theory: wB97M-V/def2-TZVPD

```
17
Properties=species:S:1:pos:R:3:mulliken_spin:R:1
C 0.63448 -1.24163 -1.46722 1.459
C 0.85932 -0.22589 -0.34046 -0.134
N -0.05214 -0.43418 0.79726 -0.085
N 1.54706 -1.12742 -2.59890 1.161
H 0.60371 -2.24265 -1.00688 0.376
H -0.38576 -1.09507 -1.82768 0.163
H 1.92965 -0.29220 -0.06765 -0.012
H 0.67441 0.77155 -0.74224 -0.015
H -0.32938 0.65273 1.27785 0.004
H 0.43395 -0.93637 1.52866 -0.007
H 2.51355 -1.21332 -2.32144 -0.698
H 1.37653 -1.87433 -3.28410 -1.226
C -1.97074 1.85216 2.00924 0.011
O -0.63923 1.84591 1.73213 0.002
H -2.56088 1.25490 1.29577 0.003
H -2.23767 1.43805 3.01507 -0.001
H -2.39685 2.86776 2.00060 -0.002
```

Summary:
- Frontier orbital gap (spin up / spin down): 2.3379 / 6.6924 eV
- 2S+1: 2
- Charge: -2
- ΔE to the lowest compared entry with this formula, charge and spin: 26.48 kJ/mol
- HOMO (spin up / spin down): 0.158 / -0.003 Ha

Looking at DFT total energy for the records above, in order, we have -3187.50388; -314.36236; -2664.59335; -1313.88095; -1213.75402; -305.46059 Ha.